[1]
Molecular formula: C23H36F6O13Pb
Method: DFT, ωB97M-V with the def2-TZVPD basis set

HOMO: -7.16 eV
M: 841.7 Da
Largest force on an atom: 6.8 eV/Å
Kohn-Sham gap: 3.9157 eV

```
79
Properties=species:S:1:pos:R:3:mulliken_charge:R:1
Pb -5.266 -19.700 8.255 1.46
C -9.515 -21.698 10.710 -0.20
O -10.418 -21.099 9.766 -0.13
O -8.248 -21.618 10.107 -0.81
C -9.764 -21.205 12.232 0.89
F -10.492 -22.085 12.894 -0.29
F -8.695 -21.048 13.003 -0.28
F -10.467 -20.024 12.335 -0.29
C -11.719 -21.735 9.503 -0.40
C -12.417 -20.990 8.340 -1.05
H -12.348 -19.940 8.625 0.24
H -11.880 -21.050 7.393 0.22
H -13.468 -21.191 8.135 0.39
H -12.277 -21.597 10.429 0.32
H -11.824 -22.815 9.401 0.40
H -9.818 -22.744 10.680 0.20
C -3.015 -16.004 6.674 -0.21
O -2.443 -16.201 8.026 -0.14
O -3.508 -17.274 6.251 -0.72
C -4.032 -14.738 6.734 0.87
F -3.388 -13.570 6.650 -0.31
F -4.832 -14.729 5.793 -0.29
F -4.837 -14.656 7.773 -0.28
C -1.415 -15.258 8.351 -0.13
C -1.047 -15.709 9.723 -1.22
H -1.439 -16.660 10.085 0.28
H 0.017 -15.933 9.796 0.34
H -1.238 -14.962 10.493 0.25
H -1.676 -14.202 8.280 0.35
H -0.463 -15.344 7.825 0.24
H -2.149 -15.723 6.075 0.24
C -9.403 -16.787 8.449 -0.52
O -10.085 -17.181 7.323 -0.28
C -9.482 -18.095 6.527 0.78
O -8.291 -18.417 6.517 -0.54
O -10.368 -18.370 5.548 -0.32
C -9.994 -18.747 4.256 -0.60
H -10.052 -16.076 8.959 0.25
H -8.440 -16.298 8.303 0.25
H -9.231 -17.647 9.097 0.23
H -9.545 -19.730 4.397 0.26
H -9.378 -17.966 3.812 0.30
H -10.883 -18.856 3.635 0.21
O -5.556 -17.476 11.600 -0.57
C -5.702 -16.626 12.450 0.37
O -5.096 -15.399 12.251 -0.27
C -5.281 -14.581 13.381 -0.38
C -5.996 -15.416 14.408 -0.56
C -6.506 -16.628 13.707 -0.23
H -5.777 -13.672 13.037 0.30
H -4.382 -14.245 13.898 0.25
H -6.751 -14.901 15.002 0.35
H -5.145 -15.701 15.028 0.25
H -7.555 -16.390 13.530 0.22
H -6.452 -17.522 14.329 0.30
O -6.521 -22.669 5.426 -0.62
C -6.703 -23.662 4.752 0.52
O -5.753 -24.464 4.428 -0.32
C -6.245 -25.537 3.639 -0.40
C -7.698 -25.571 3.838 -0.51
C -8.048 -24.099 4.033 -0.45
H -5.833 -26.534 3.799 0.31
H -6.046 -25.107 2.657 0.30
H -7.998 -26.250 4.637 0.32
H -8.258 -25.878 2.955 0.28
H -9.012 -23.962 4.523 0.32
H -8.042 -23.611 3.058 0.27
O -2.487 -23.322 7.636 -0.56
C -2.165 -24.435 7.977 0.43
O -0.865 -24.750 8.461 -0.37
C -0.706 -26.080 8.952 -0.32
C -2.105 -26.680 8.831 -0.56
C -2.928 -25.708 7.902 -0.27
H -0.352 -26.019 9.981 0.25
H -0.003 -26.643 8.338 0.25
H -2.599 -26.688 9.802 0.26
H -2.061 -27.733 8.552 0.37
H -3.971 -25.736 8.220 0.32
H -2.899 -26.094 6.883 0.20
```



[2]
Molecular formula: C23H36N3O5PdSSi
Method: DFT, ωB97M-V with the def2-TZVPD basis set

Spin multiplicity: 2
HOMO (spin up / spin down): 0.02 / -0.80 eV
M: 601.1 Da
Charge: -2
Largest force on an atom: 2.4 eV/Å
Kohn-Sham gap (spin up / spin down): 4.7621 / 5.5836 eV
Energy relative to the best compared isomer or geometry (same formula, charge and spin): 0.000 eV

```
70
Properties=species:S:1:pos:R:3:mulliken_charge:R:1
Pd -0.506 -0.468 1.158 -0.66
O -1.443 1.187 2.580 -0.69
N -0.805 0.965 3.695 0.22
C -0.187 2.001 4.302 -0.09
C 0.493 1.848 5.483 -0.95
C 0.565 0.582 6.063 -0.06
C -0.069 -0.472 5.436 -0.87
C -0.781 -0.305 4.241 0.42
S -1.628 -1.556 3.449 -0.45
H -0.270 2.934 3.766 0.45
H 0.965 2.708 5.940 0.36
H 1.122 0.424 6.978 0.34
H -0.022 -1.469 5.849 0.36
C -1.889 -3.872 -0.326 -1.51
C -0.443 -3.668 -0.048 0.10
N 0.047 -2.664 0.633 0.12
C 1.390 -2.865 0.747 -0.03
C 1.728 -4.044 0.117 0.34
N 0.541 -4.536 -0.385 -0.01
C 2.975 -4.738 -0.105 0.51
O 4.046 -4.214 0.461 -0.65
O 3.031 -5.761 -0.771 -0.73
C 2.278 -1.897 1.439 0.45
O 3.492 -2.246 1.561 -0.88
O 1.775 -0.822 1.815 -0.41
H -2.421 -3.008 0.069 0.15
H -2.253 -4.770 0.179 0.46
H -2.086 -3.965 -1.396 0.32
H 0.495 -5.367 -0.950 0.22
H 3.785 -3.342 0.966 0.48
C -2.402 2.177 -2.609 -1.95
C -2.171 1.581 -1.215 2.51
C -2.451 2.676 -0.180 -1.97
C -3.215 0.484 -0.967 -1.88
Si -0.354 0.789 -0.863 0.77
C 0.935 2.299 -0.615 2.72
C 0.814 2.787 0.833 -1.79
C 0.756 3.495 -1.557 -1.88
C 2.365 1.771 -0.762 -2.14
C 0.191 -0.141 -2.547 2.87
C -0.933 -1.098 -2.955 -2.24
C 0.503 0.780 -3.733 -2.00
C 1.422 -1.014 -2.287 -2.06
H -3.395 2.654 -2.660 0.52
H -2.369 1.412 -3.387 0.32
H -1.654 2.940 -2.845 0.25
H -3.501 3.000 -0.257 0.61
H -1.824 3.556 -0.339 0.29
H -2.280 2.299 0.829 0.14
H -4.231 0.908 -1.015 0.51
H -3.063 0.052 0.026 0.13
H -3.152 -0.322 -1.700 0.30
H -0.173 3.190 1.055 0.30
H 1.564 3.570 1.031 0.58
H 1.000 1.953 1.511 0.04
H -0.223 3.963 -1.427 0.27
H 0.853 3.201 -2.605 0.23
H 1.522 4.260 -1.351 0.54
H 2.503 0.875 -0.149 0.20
H 3.082 2.530 -0.417 0.61
H 2.610 1.538 -1.801 0.34
H -1.834 -0.561 -3.254 0.36
H -1.180 -1.763 -2.123 0.22
H -0.616 -1.715 -3.810 0.56
H -0.316 1.469 -3.940 0.29
H 0.682 0.187 -4.645 0.53
H 1.403 1.368 -3.542 0.30
H 1.275 -1.639 -1.409 0.38
H 2.324 -0.428 -2.122 0.29
H 1.605 -1.680 -3.145 0.58
```



[3]
Molecular formula: C23H36N6O5PSY
Method: DFT, ωB97M-V with the def2-TZVPD basis set

HOMO: -12.30 eV
M: 628.5 Da
Charge: +2
Largest force on an atom: 0.4 eV/Å
Kohn-Sham gap: 7.3861 eV
Energy relative to the best compared isomer or geometry (same formula, charge and spin): 1.582 eV

```
73
Properties=species:S:1:pos:R:3:mulliken_charge:R:1
Y 0.929 -0.373 -0.551 1.41
C 0.952 0.366 2.769 -0.55
C 1.659 1.499 2.037 -0.98
N 2.402 1.041 0.841 -0.07
C 3.697 0.347 1.060 -0.92
C 3.656 -1.060 1.662 -0.68
S 2.479 -2.291 0.976 0.01
C 1.376 -2.613 2.386 -0.87
C 0.039 -1.875 2.320 -0.69
N 0.164 -0.481 1.854 0.53
H 0.314 0.801 3.543 0.28
H 1.679 -0.259 3.281 0.35
H 2.315 2.031 2.733 0.47
H 0.909 2.214 1.688 0.36
H 2.642 1.875 0.311 0.30
H 4.340 0.948 1.712 0.47
H 4.170 0.292 0.080 0.38
H 3.496 -1.043 2.738 0.50
H 4.646 -1.490 1.508 0.57
H 1.930 -2.397 3.299 0.44
H 1.193 -3.687 2.388 0.48
H -0.441 -1.923 3.304 0.32
H -0.628 -2.391 1.625 0.47
H -0.794 -0.120 1.821 -0.23
C -1.837 3.666 -0.877 -0.85
O -2.804 2.608 -0.924 -0.18
C -2.705 1.776 -2.033 -0.60
C -3.682 1.856 -3.007 -0.10
C -3.683 0.965 -4.077 -0.87
C -2.687 0.016 -4.155 -0.88
C -1.689 -0.088 -3.176 0.54
C -0.620 -1.049 -3.416 -0.64
N 0.350 -1.266 -2.608 -0.05
N 1.358 -2.112 -3.103 -0.92
C 2.519 -1.751 -2.632 0.72
O 2.674 -0.763 -1.771 -0.72
C 3.726 -2.479 -3.074 0.43
C 3.652 -3.426 -4.094 -0.46
C 4.791 -4.106 -4.488 -0.66
C 6.007 -3.848 -3.869 -0.39
C 6.087 -2.903 -2.855 -0.78
C 4.949 -2.218 -2.461 -0.11
C -1.693 0.795 -2.076 1.08
O -0.807 0.741 -1.094 -0.62
H -1.984 4.186 0.067 0.29
H -1.999 4.354 -1.708 0.33
H -0.828 3.259 -0.920 0.18
H -4.431 2.636 -2.928 0.53
H -4.442 1.033 -4.843 0.45
H -2.658 -0.667 -4.995 0.42
H -0.606 -1.565 -4.375 0.39
H 2.701 -3.618 -4.570 0.46
H 4.733 -4.836 -5.283 0.41
H 6.896 -4.379 -4.182 0.40
H 7.036 -2.698 -2.380 0.41
H 5.002 -1.466 -1.686 0.40
N -4.478 0.823 0.436 0.00
C -4.519 1.876 1.499 -0.89
P -3.184 1.475 2.721 1.78
O -2.757 0.094 2.320 -1.04
O -2.217 2.603 2.894 -1.02
C -3.995 1.425 4.401 -1.01
N -3.452 2.610 5.158 -0.22
H -5.400 0.455 0.206 0.41
H -3.868 0.066 0.810 0.38
H -4.048 1.175 -0.425 0.05
H -5.500 1.850 1.970 0.54
H -4.356 2.845 1.036 0.23
H -3.684 0.513 4.906 0.33
H -5.082 1.460 4.392 0.43
H -2.694 2.974 4.513 0.34
H -3.070 2.355 6.067 0.34
H -4.149 3.338 5.303 0.35
```



Question: Which of these has the lowest largest force on an atom?
Answer: C23H36N6O5PSY